ORCA calculation (ωB97M-V/def2-TZVPD) on a 10-piece molecular cluster, C24H74N6O10 overall in a non-equilibrium geometry.

## Properties
Kohn-Sham gap in eV: 8.357
Net charge: 0
Relative energy (zero: lowest compared OMol25 entry of this formula, charge and spin) in kJ/mol: 473.7
Structure (SMILES): COC[C@H](C)N.COC[C@H](C)N.COC[C@H](C)N.COC[C@H](C)N.COC[C@H](C)N.COC[C@H](C)N.O.O.O.O

Each line ends with the Löwdin charge.
Geometry (Å):
1 C -1.254 -0.041 -2.966  -0.094
2 O -0.799 -0.119 -4.312  -0.230
3 C -0.845 1.059 -5.185  -0.133
4 C -1.130 0.663 -6.685  -0.436
5 C -0.656 1.770 -7.681  -0.067
6 N -2.484 0.356 -6.960  0.025
7 H -1.405 -1.081 -2.676  0.093
8 H -2.212 0.473 -2.882  0.070
9 H -0.536 0.539 -2.386  0.067
10 H -1.746 1.578 -4.857  0.113
11 H -0.001 1.698 -4.925  0.117
12 H -0.551 -0.246 -6.849  0.126
13 H -0.719 1.523 -8.741  0.067
14 H 0.401 2.031 -7.633  0.064
15 H -1.114 2.738 -7.479  0.074
16 H -2.795 -0.287 -6.245  0.074
17 H -2.628 -0.089 -7.855  0.079
18 C -3.131 2.280 6.759  -0.149
19 O -2.017 1.638 6.206  -0.165
20 C -1.484 2.545 5.175  -0.163
21 C -0.167 2.002 4.461  -0.385
22 C 0.654 3.051 3.606  -0.040
23 N -0.571 0.950 3.549  0.018
24 H -3.585 1.602 7.482  0.091
25 H -3.843 2.529 5.971  0.079
26 H -2.962 3.269 7.185  0.084
27 H -2.219 2.745 4.395  0.117
28 H -1.131 3.537 5.457  0.112
29 H 0.525 1.672 5.236  0.132
30 H 1.488 2.559 3.105  0.065
31 H 0.881 3.910 4.237  0.073
32 H -0.029 3.373 2.821  0.062
33 H -1.194 0.443 4.162  0.074
34 H -1.170 1.157 2.762  0.028
35 C -6.524 2.571 -0.374  -0.085
36 O -5.394 2.178 -1.160  -0.217
37 C -4.552 1.271 -0.529  -0.202
38 C -3.778 2.055 0.631  -0.356
39 C -3.106 3.387 0.158  -0.032
40 N -2.718 1.156 1.167  0.010
41 H -6.077 3.407 0.164  0.081
42 H -6.938 1.864 0.345  0.086
43 H -7.279 2.788 -1.130  0.091
44 H -5.207 0.475 -0.176  0.099
45 H -3.823 0.862 -1.229  0.106
46 H -4.305 2.100 1.584  0.124
47 H -2.377 3.768 0.874  0.070
48 H -3.798 4.117 -0.261  0.068
49 H -2.466 3.140 -0.690  0.070
50 H -3.068 0.216 1.286  0.007
51 H -2.061 0.957 0.426  0.032
52 C 4.205 -3.965 -4.719  -0.086
53 O 3.554 -2.720 -4.349  -0.181
54 C 3.499 -2.437 -2.932  -0.182
55 C 2.486 -1.380 -2.507  -0.399
56 C 2.785 -0.022 -3.061  -0.056
57 N 2.275 -1.111 -1.076  0.055
58 H 3.758 -4.834 -4.236  0.079
59 H 5.240 -3.991 -4.380  0.080
60 H 4.173 -4.106 -5.799  0.087
61 H 3.281 -3.318 -2.330  0.115
62 H 4.518 -2.229 -2.605  0.127
63 H 1.512 -1.833 -2.692  0.141
64 H 2.079 0.801 -2.955  0.063
65 H 3.079 -0.101 -4.107  0.090
66 H 3.675 0.369 -2.567  0.087
67 H 1.333 -0.749 -1.032  0.060
68 H 2.246 -2.031 -0.661  0.037
69 C 4.529 -4.372 2.008  -0.178
70 O 4.978 -3.133 1.832  -0.138
71 C 3.955 -2.190 1.925  -0.194
72 C 4.500 -0.832 1.631  -0.446
73 C 5.347 -0.271 2.689  -0.066
74 N 3.466 0.145 1.411  0.026
75 H 3.703 -4.671 1.364  0.083
76 H 4.134 -4.606 2.997  0.092
77 H 5.356 -5.075 1.907  0.098
78 H 3.214 -2.519 1.197  0.094
79 H 3.448 -2.212 2.890  0.133
80 H 5.089 -0.814 0.714  0.142
81 H 5.780 0.727 2.630  0.086
82 H 6.132 -0.957 3.006  0.088
83 H 4.800 -0.144 3.623  0.081
84 H 2.809 0.001 0.657  0.033
85 H 3.986 0.950 1.092  0.083
86 C 0.285 -3.690 0.472  -0.056
87 O -0.968 -2.913 0.249  -0.161
88 C -1.332 -2.293 1.508  -0.198
89 C -2.820 -2.107 1.779  -0.387
90 C -3.631 -3.388 1.990  -0.063
91 N -3.453 -1.494 0.579  0.018
92 H 0.276 -4.185 1.443  0.084
93 H 1.159 -3.040 0.520  0.039
94 H 0.499 -4.436 -0.293  0.088
95 H -0.850 -2.673 2.409  0.123
96 H -0.920 -1.300 1.693  0.098
97 H -2.944 -1.359 2.563  0.130
98 H -3.396 -3.933 2.904  0.072
99 H -3.409 -4.119 1.212  0.080
100 H -4.698 -3.167 2.009  0.074
101 H -3.071 -2.105 -0.129  0.074
102 H -4.459 -1.504 0.499  0.076
103 O 1.042 4.727 0.359  -0.047
104 H 1.924 4.759 0.730  0.027
105 H 1.055 3.969 -0.225  -0.007
106 O 2.160 2.323 -0.814  -0.041
107 H 2.993 2.732 -0.580  0.075
108 H 2.399 1.621 -1.419  0.003
109 O 0.075 0.958 0.204  -0.055
110 H 0.311 0.848 1.125  0.015
111 H 0.780 1.492 -0.162  -0.025
112 O 2.204 -0.153 3.809  -0.081
113 H 2.471 -0.225 2.893  -0.046
114 H 1.296 0.148 3.771  -0.035


ORCA calculation (ωB97M-V/def2-TZVPD) on a 10-piece molecular cluster, C24H74N6O10 overall in a non-equilibrium geometry.

## Properties
Kohn-Sham gap in eV: 9.177
Net charge: 0
Relative energy (zero: lowest compared OMol25 entry of this formula, charge and spin) in kJ/mol: 546.6
Structure (SMILES): COC[C@H](C)N.COC[C@H](C)N.COC[C@H](C)N.COC[C@H](C)N.COC[C@H](C)N.COC[C@H](C)N.O.O.O.O

Each line ends with the Löwdin charge.
Geometry (Å):
1 C -9.040 1.232 -1.355  -0.138
2 O -8.023 2.059 -1.760  -0.221
3 C -6.606 1.806 -1.501  -0.135
4 C -5.699 3.107 -1.450  -0.442
5 C -6.158 4.088 -0.382  -0.066
6 N -5.841 3.684 -2.738  0.023
7 H -9.335 1.374 -0.315  0.092
8 H -8.771 0.213 -1.632  0.084
9 H -9.921 1.334 -1.989  0.086
10 H -6.545 1.349 -0.513  0.107
11 H -6.336 1.024 -2.209  0.120
12 H -4.658 2.827 -1.290  0.129
13 H -6.591 3.609 0.496  0.074
14 H -6.972 4.683 -0.795  0.078
15 H -5.342 4.761 -0.119  0.075
16 H -5.669 4.679 -2.736  0.074
17 H -6.835 3.524 -2.823  0.060
18 C 0.026 -11.203 2.811  -0.085
19 O -1.186 -10.478 3.028  -0.220
20 C -1.297 -9.387 3.880  -0.184
21 C -2.866 -9.219 4.064  -0.439
22 C -3.326 -7.787 4.551  -0.057
23 N -3.467 -10.211 4.873  0.029
24 H 0.846 -10.516 3.025  0.076
25 H 0.087 -11.448 1.751  0.087
26 H 0.251 -12.032 3.482  0.082
27 H -0.849 -9.588 4.853  0.127
28 H -0.890 -8.560 3.300  0.123
29 H -3.323 -9.256 3.076  0.121
30 H -2.838 -7.636 5.514  0.068
31 H -4.390 -7.670 4.758  0.063
32 H -3.052 -7.058 3.789  0.067
33 H -4.462 -10.092 4.999  0.071
34 H -3.390 -11.070 4.347  0.072
35 C -8.984 -1.101 7.986  -0.140
36 O -9.702 -0.805 6.817  -0.191
37 C -10.844 -1.724 6.718  -0.130
38 C -11.881 -1.138 5.653  -0.509
39 C -13.193 -1.732 5.606  -0.100
40 N -11.393 -1.060 4.340  0.046
41 H -9.164 -0.580 8.927  0.086
42 H -7.979 -0.874 7.630  0.087
43 H -9.039 -2.167 8.203  0.078
44 H -10.577 -2.651 6.210  0.120
45 H -11.305 -1.879 7.694  0.118
46 H -12.100 -0.093 5.873  0.138
47 H -13.571 -1.920 6.611  0.080
48 H -13.211 -2.744 5.200  0.080
49 H -13.929 -1.186 5.016  0.090
50 H -11.289 -1.965 3.904  0.068
51 H -10.457 -0.709 4.485  0.071
52 C -8.755 -10.407 6.216  -0.123
53 O -8.699 -9.918 4.886  -0.188
54 C -10.012 -9.730 4.323  -0.200
55 C -10.039 -9.324 2.892  -0.471
56 C -9.107 -8.194 2.548  -0.054
57 N -11.361 -8.801 2.626  0.019
58 H -7.778 -10.415 6.700  0.086
59 H -9.296 -11.318 6.468  0.086
60 H -9.274 -9.650 6.804  0.079
61 H -10.552 -10.655 4.526  0.127
62 H -10.413 -8.919 4.930  0.130
63 H -9.979 -10.164 2.200  0.140
64 H -9.213 -7.469 3.355  0.084
65 H -9.471 -7.801 1.599  0.077
66 H -8.067 -8.520 2.531  0.080
67 H -11.650 -8.956 1.671  0.078
68 H -12.007 -9.482 3.000  0.070
69 C -6.336 -2.843 3.662  -0.081
70 O -5.998 -1.496 3.216  -0.226
71 C -4.669 -1.457 2.610  -0.162
72 C -4.078 -0.171 3.137  -0.465
73 C -2.607 0.132 2.827  -0.055
74 N -4.401 0.056 4.532  0.056
75 H -6.444 -3.584 2.870  0.085
76 H -7.193 -2.851 4.334  0.083
77 H -5.545 -3.212 4.314  0.077
78 H -4.016 -2.260 2.955  0.124
79 H -4.897 -1.472 1.544  0.131
80 H -4.613 0.614 2.602  0.124
81 H -2.193 1.103 3.099  0.073
82 H -2.506 0.060 1.744  0.073
83 H -1.933 -0.667 3.135  0.071
84 H -3.690 -0.365 5.112  0.070
85 H -5.168 -0.597 4.614  0.047
86 C 3.652 -6.084 6.468  -0.098
87 O 2.894 -5.955 7.652  -0.194
88 C 1.939 -4.902 7.774  -0.189
89 C 0.734 -4.940 6.802  -0.414
90 C 1.045 -4.415 5.385  -0.089
91 N -0.364 -4.051 7.216  0.024
92 H 4.559 -5.510 6.658  0.087
93 H 3.137 -5.861 5.534  0.067
94 H 3.971 -7.123 6.545  0.089
95 H 1.553 -5.056 8.782  0.117
96 H 2.397 -3.913 7.803  0.122
97 H 0.412 -5.955 6.572  0.137
98 H 1.850 -3.681 5.415  0.077
99 H 0.192 -3.942 4.898  0.070
100 H 1.370 -5.231 4.738  0.058
101 H 0.021 -3.126 7.337  0.071
102 H -0.654 -4.364 8.131  0.064
103 O 1.652 2.262 5.419  -0.054
104 H 0.755 2.407 5.118  0.024
105 H 1.838 3.009 5.988  0.029
106 O -4.860 2.337 8.744  -0.052
107 H -4.558 2.822 7.976  0.020
108 H -4.275 1.582 8.797  0.025
109 O -11.315 -4.677 2.478  -0.056
110 H -10.714 -4.840 1.750  0.025
111 H -11.443 -5.537 2.880  0.015
112 O -3.754 3.983 5.022  -0.057
113 H -4.356 4.482 4.470  0.030
114 H -3.940 3.068 4.814  0.008


| no. | HOMO (eV) |
| --- | --- |
| 1 | -8.21 |
| 2 | -8.94 |